Entry from the OMol25 dataset: a 2-piece molecular cluster, C4H8O3 overall (ωB97M-V with the def2-TZVPD basis set).

As for the total charge: 0. The calculation puts the LUMO energy at 0.55 eV. Its HOMO energy is -9.835 eV. The SMILES is C[C@@H](O)C=O.C=O. For the strongest force on any atom, the calculation gives 0.0500 Eh/bohr. The total energy is -10418.13852 eV.

Last columns: bonded neighbours and bond lengths (Å).
Geometry (Å):
1 C 0.0334 1.8109 -1.6121  O2 1.223, H4 1.100, H6 1.098
2 O -1.0118 1.1751 -1.6071  C1 1.223
3 H -0.8261 -0.1335 -0.5117  C8 1.173
4 H 0.1448 2.7488 -1.0489  C1 1.100
5 H 0.8077 1.2942 0.3481  O10 0.996
6 H 0.8445 1.5654 -2.3101  C1 1.098
7 C -0.5357 -0.4455 1.6456  C8 1.520, H13 1.089, H14 1.090, H15 1.088
8 C 0.0118 -0.4870 0.2285  H3 1.173, C7 1.520, C9 1.506, O10 1.396
9 C 0.3839 -1.8633 -0.2569  C8 1.506, O11 1.199, H12 1.106
10 O 1.0619 0.4007 -0.0103  H5 0.996, C8 1.396
11 O -0.1732 -2.8758 0.0644  C9 1.199
12 H 1.2744 -1.8588 -0.9131  C9 1.106
13 H -0.9911 0.5214 1.8556  C7 1.089
14 H 0.2642 -0.6316 2.3624  C7 1.090
15 H -1.2888 -1.2209 1.7654  C7 1.088

Quick look at the natural (NBO) charges, all values in e: number 1, C, carries 0.259; number 2, O, carries -0.552; number 3, H, carries 0.247; number 4, H, carries 0.111; number 5, H, carries 0.479; number 6, H, carries 0.134; number 7, C, carries -0.633; number 8, C, carries -0.053; number 9, C, carries 0.438; number 10, O, carries -0.690; number 11, O, carries -0.514; number 12, H, carries 0.111; number 13, H, carries 0.208; number 14, H, carries 0.213; number 15, H, carries 0.242